1.
This record from the OMol25 dataset describes C5H8Ag3BBr4F4O3 as an isolated structure. The level of theory is ωB97M-V/def2-TZVPD.

Last column: Löwdin charge in e.
Geometry (Å):
Br (-3.39, 2.84, -3.23)  0.574
Ag (3.24, 1.52, 3.01)  0.868
C (-1.69, 1.94, -2.77)  -0.668
H (-2.93, 0.59, -1.64)  0.027
O (6.12, -1.80, -1.29)  -0.036
Ag (2.80, -0.18, -1.65)  0.845
C (4.88, -1.96, -1.25)  -0.934
C (-1.99, 0.58, -2.18)  -0.684
F (2.97, 0.10, 0.81)  0.021
Br (-2.90, -2.28, 1.00)  0.625
Br (-2.33, -0.65, -3.67)  0.614
H (-4.15, -0.31, 2.12)  0.059
H (-2.17, 0.87, 1.27)  0.047
F (1.05, -0.05, -0.35)  0.057
C (-2.07, 0.21, 2.12)  -0.658
H (-1.10, 0.26, -1.65)  0.039
F (1.26, 1.41, 1.40)  0.067
B (1.59, 0.11, 0.94)  -1.339
H (-1.25, 2.69, -2.11)  0.044
F (1.13, -0.85, 1.84)  0.096
O (4.39, -2.13, -0.02)  -0.265
H (-3.17, -1.29, 3.20)  0.039
Br (-2.38, 1.47, 3.63)  0.603
Ag (3.35, -2.07, 2.00)  0.806
O (4.13, -1.85, -2.31)  -0.195
H (-1.11, 1.88, -3.68)  0.040
C (-3.18, -0.79, 2.24)  -0.722
H (-1.10, -0.25, 2.22)  0.029

Results
E = -315172.2730 eV
HOMO-LUMO gap = 2.667 eV
total charge = 0
energy relative to the best compared isomer or geometry (same formula, charge and spin) = 371.0 kJ/mol

---

2.
This record from the OMol25 dataset describes C5H8AlO3 as an isolated structure. The level of theory is ωB97M-V/def2-TZVPD.

Last column: Löwdin charge in e.
Geometry (Å):
C (2.01, -0.33, 0.48)  -0.062
H (0.89, -2.10, 1.04)  0.138
C (0.89, -1.34, 0.25)  -0.159
C (-1.00, -0.28, -1.18)  0.016
H (-1.77, -0.94, -1.57)  0.168
C (-1.26, 1.42, 0.28)  -0.447
H (2.92, -0.85, 0.80)  0.103
H (1.75, 0.39, 1.26)  0.083
C (-0.47, -0.71, 0.19)  -0.180
H (1.03, -1.87, -0.71)  0.142
H (2.24, 0.24, -0.43)  0.089
O (-0.56, 0.56, 0.95)  0.189
H (-0.21, -0.14, -1.93)  0.165
H (-1.20, -1.36, 0.70)  0.179
Al (-2.19, 3.74, 0.10)  1.367
O (-1.59, 1.01, -0.92)  0.130
O (-1.50, 2.55, 0.68)  0.081

Results
multiplicity = 2
E = -18033.6319 eV
HOMO-LUMO gap (alpha / beta) = 8.711 / 5.650 eV
total charge = +2
energy relative to the best compared isomer or geometry (same formula, charge and spin) = 0.0 kJ/mol

---

Number 1: strongest force on any atom 0.0477 hartree/bohr. Number 2: strongest force on any atom 0.2084 hartree/bohr.